No. 1
A cluster of 2 separate species, C4H8O2 in total in a non-equilibrium geometry, computed with ωB97M-V/def2-TZVPD.

Calculated values
E_LUMO = 0.865 eV
Gap between HOMO and LUMO = 10.7 eV
F_max = 3.0 eV/A
Relative energy (zero: lowest compared OMol25 entry of this formula, charge and spin) = 49.7 kcal per mole
SMILES string = CC=O.CC=O

```
! RIJCOSX wB97M-V def2-TZVPD def2/J DEFGRID3
* xyz 0 1
C -1.67361 -0.72010 0.11800
C -1.47016 0.76667 0.23474
O -1.06737 1.46358 -0.65809
H -1.82365 -1.09821 1.13351
H -2.59341 -0.92096 -0.43678
H -0.94307 -1.38036 -0.32743
H -1.99329 1.23016 1.09442
C 1.76007 0.37040 0.90270
C 1.38337 -0.88862 0.12893
O 1.16920 -0.86106 -1.04769
H 0.94099 0.41637 1.63545
H 2.76082 0.42150 1.31097
H 1.54677 1.22180 0.25595
H 1.53425 -1.77750 0.77483
*
```

Löwdin population analysis, charges in e, atoms 1 to 8: C -0.061; C -0.327; O 0.050; H 0.076; H 0.092; H 0.052; H 0.117; C -0.049



No. 2
An isolated molecule of C4H8O2 in a non-equilibrium geometry, computed with ωB97M-V/def2-TZVPD.

Calculated values
E_LUMO = 0.783 eV
Gap between HOMO and LUMO = 10.4 eV
F_max = 1.7 eV/A
Relative energy (zero: lowest compared OMol25 entry of this formula, charge and spin) = 54.1 kcal per mole
SMILES string = C[C@H]1[C@@H](O)[C@H]1O

```
! RIJCOSX wB97M-V def2-TZVPD def2/J DEFGRID3
* xyz 0 1
C 1.55543 -0.20333 -0.21960
C 0.41058 -0.19220 0.76569
C -0.82546 0.66217 0.59208
O -1.06816 1.44500 -0.54430
C -0.89370 -0.81645 0.27273
O -0.91503 -1.05240 -1.11594
H 2.10703 -1.14354 -0.11640
H 1.15939 -0.17162 -1.23505
H 2.26046 0.62196 -0.07256
H 0.72864 -0.25683 1.81152
H -1.22509 1.11907 1.50070
H -0.26714 1.91802 -0.79355
H -1.56337 -1.59838 0.61063
H -1.46357 -0.33147 -1.45596
*
```

Löwdin population analysis, charges in e, atoms 1 to 8: C -0.064; C -0.211; C -0.268; O -0.017; C -0.251; O -0.047; H 0.084; H 0.073



No. 3
An isolated molecule of C4H8O2, computed with ωB97M-V/def2-TZVPD.

Calculated values
E_LUMO = 0.980 eV
Gap between HOMO and LUMO = 9.9 eV
F_max = 0.6 eV/A
Relative energy (zero: lowest compared OMol25 entry of this formula, charge and spin) = 68.1 kcal per mole

```
! RIJCOSX wB97M-V def2-TZVPD def2/J DEFGRID3
* xyz 0 1
C -2.12526 -0.40098 -0.31438
C -1.26782 0.58257 0.43574
C 0.90939 1.14054 0.72112
O 0.08204 0.43098 -0.04355
O 2.13567 0.70177 0.56298
C 2.46012 -0.42068 -0.27441
H -3.09824 -0.47072 0.17841
H -2.26105 -0.09000 -1.35279
H -1.65093 -1.38822 -0.30371
H -1.57525 1.62221 0.30185
H -1.28052 0.36780 1.50799
H 3.43457 -0.76494 0.07144
H 1.71593 -1.21147 -0.17483
H 2.52136 -0.09886 -1.31587
*
```

Löwdin population analysis, charges in e, atoms 1 to 8: C -0.075; C -0.261; C -0.118; O -0.120; O -0.108; C -0.057; H 0.079; H 0.078



No. 4
An isolated molecule of C4H8O2 in a non-equilibrium geometry, computed with ωB97M-V/def2-TZVPD.

Calculated values
E_LUMO = 0.626 eV
Gap between HOMO and LUMO = 10.0 eV
F_max = 2.5 eV/A
Relative energy (zero: lowest compared OMol25 entry of this formula, charge and spin) = 102.4 kcal per mole

```
! RIJCOSX wB97M-V def2-TZVPD def2/J DEFGRID3
* xyz 0 1
C -1.52498 -0.60063 0.08206
C -0.21773 0.01093 0.02401
C 0.94477 -0.96337 -0.00160
O 2.13591 -0.29148 -0.21652
C -0.03286 1.47158 -0.11422
O 0.63218 1.38622 1.07630
H -1.64249 -1.60896 0.53073
H -1.16621 -0.45185 -1.05939
H -2.43379 -0.00412 0.13934
H 0.84988 -1.76154 -0.75620
H 0.89879 -1.46883 0.97905
H 2.02599 0.49197 0.37155
H -0.99909 2.00028 -0.05689
H 0.52965 1.78980 -0.99821
*
```

Löwdin population analysis, charges in e, atoms 1 to 8: C 0.030; C -0.261; C -0.243; O -0.058; C -0.315; O -0.137; H 0.110; H 0.186



No. 5
An isolated molecule of C4H8O2, computed with ωB97M-V/def2-TZVPD.

Calculated values
E_LUMO = 0.574 eV
Gap between HOMO and LUMO = 8.4 eV
F_max = 0.4 eV/A
Relative energy (zero: lowest compared OMol25 entry of this formula, charge and spin) = 142.9 kcal per mole

```
! RIJCOSX wB97M-V def2-TZVPD def2/J DEFGRID3
* xyz 0 1
C -2.29062 -0.21506 -0.38765
O -1.09771 0.92626 0.13360
C -0.00802 0.31403 0.84685
C 0.79390 -0.66758 0.02864
C 1.93341 -0.17624 -0.75283
O 2.12654 -0.80949 0.50055
H -2.50112 -0.61764 0.62554
H -3.06931 0.56965 -0.48385
H -0.79354 1.16536 -0.75500
H -0.47243 -0.16936 1.70829
H 0.65171 1.11521 1.19455
H 0.29946 -1.58937 -0.26920
H 2.15297 0.89304 -0.76958
H 2.27475 -0.73880 -1.61990
*
```

Löwdin population analysis, charges in e, atoms 1 to 8: C -0.005; O -0.169; C -0.139; C -0.279; C -0.108; O -0.030; H -0.027; H -0.026



No. 6
A cluster of 3 separate species, C4H8O2 in total in a non-equilibrium geometry, computed with ωB97M-V/def2-TZVPD.

Calculated values
E_LUMO = -0.358 eV
Gap between HOMO and LUMO = 8.3 eV
F_max = 4.1 eV/A
Relative energy (zero: lowest compared OMol25 entry of this formula, charge and spin) = 165.9 kcal per mole

```
! RIJCOSX wB97M-V def2-TZVPD def2/J DEFGRID3
* xyz 0 1
C 2.16675 -0.10032 0.86056
C 1.11220 0.66417 0.53727
O 1.24512 1.37529 -0.61566
C -0.96641 -0.17546 -0.75020
C -2.08944 -0.91015 -0.25908
O -1.37472 0.95378 -0.95659
H 2.83819 -0.39414 0.05632
H 2.63128 0.01944 1.83815
H -0.79604 -1.77946 0.90022
H 0.40493 1.02839 1.29019
H 0.41985 1.82365 -0.83381
H -0.16954 -0.73001 -1.29062
H -2.82557 -0.36302 0.34220
H -2.59660 -1.41217 -1.11897
*
```

Löwdin population analysis, charges in e, atoms 1 to 8: C 0.006; C -0.337; O -0.026; C -0.457; C -0.001; O 0.006; H 0.060; H 0.059



No. 7
A structure of composition C4H8O2 in a non-equilibrium geometry, computed with ωB97M-V/def2-TZVPD.

Calculated values
E_LUMO = 0.988 eV
Gap between HOMO and LUMO = 10.5 eV
F_max = 2.0 eV/A
Relative energy (zero: lowest compared OMol25 entry of this formula, charge and spin) = 74.4 kcal per mole

```
! RIJCOSX wB97M-V def2-TZVPD def2/J DEFGRID3
* xyz 0 1
C 1.58515 1.04063 -0.88953
C 1.13246 0.47412 0.88339
C -0.19893 0.04967 0.41822
O -0.59879 0.47926 -0.64283
O -0.90808 -0.88016 1.06698
C -2.03040 -1.29696 0.26917
H 2.40438 1.67359 -0.62911
H 1.83514 0.14590 -1.45960
H 0.91525 1.63853 -1.57529
H 1.54947 -0.21298 1.69101
H 1.16223 1.46213 1.33090
H -2.44529 -2.17241 0.76270
H -2.76850 -0.49372 0.19554
H -1.69582 -1.53237 -0.74604
*
```

Löwdin population analysis, charges in e, atoms 1 to 8: C 0.004; C 0.012; C -0.584; O 0.010; O -0.025; C -0.052; H 0.019; H 0.051



No. 8
A cluster of 2 separate species, C4H8O2 in total, computed with ωB97M-V/def2-TZVPD.

Calculated values
E_LUMO = 0.458 eV
Gap between HOMO and LUMO = 9.6 eV
F_max = 0.7 eV/A
Relative energy (zero: lowest compared OMol25 entry of this formula, charge and spin) = 75.1 kcal per mole
SMILES string = O=C1C[C@H]1O.C

```
! RIJCOSX wB97M-V def2-TZVPD def2/J DEFGRID3
* xyz 0 1
O 0.47909 1.90483 0.82362
C 0.51072 0.70432 0.80281
C 0.20236 -0.53098 1.53182
C 1.28758 -0.50793 0.42206
O 1.04244 -1.37599 -0.64245
H 0.46145 -0.57781 2.58794
H -0.67559 -1.11383 1.24443
H 2.33079 -0.44244 0.73784
H 1.42208 -1.01118 -1.45518
C -1.43497 0.58123 -1.23365
H -2.46606 0.49764 -0.88127
H -0.91161 -0.36962 -1.09609
H -1.38640 0.88834 -2.28168
H -0.94214 1.35717 -0.65262
*
```

Löwdin population analysis, charges in e, atoms 1 to 8: O 0.106; C -0.390; C 0.011; C -0.268; O -0.021; H 0.114; H 0.125; H 0.150



No. 9
An isolated molecule of C4H8O2, computed with ωB97M-V/def2-TZVPD.

Calculated values
E_LUMO = 0.492 eV
Gap between HOMO and LUMO = 9.4 eV
F_max = 0.7 eV/A
Relative energy (zero: lowest compared OMol25 entry of this formula, charge and spin) = 106.9 kcal per mole

```
! RIJCOSX wB97M-V def2-TZVPD def2/J DEFGRID3
* xyz 0 1
O 1.47296 -1.38627 -0.51203
C 1.09018 -0.49556 0.51382
C -1.36269 -1.28970 -0.11168
C 0.41953 0.86796 0.08356
C -0.99663 0.95813 -0.52939
O -1.30041 -0.36649 -1.01848
H 0.75872 -2.02014 -0.67560
H 0.58469 -1.03568 1.33117
H 2.03030 -0.14034 0.93358
H -1.44359 -0.75820 0.88066
H 0.46031 1.51879 0.96554
H 1.11826 1.25989 -0.65606
H -1.04263 1.64609 -1.38366
H -1.78900 1.24154 0.17857
*
```

Löwdin population analysis, charges in e, atoms 1 to 8: O -0.072; C -0.287; C 0.037; C -0.135; C -0.170; O -0.155; H 0.061; H 0.110